Record 1
The following is a quantum chemistry calculation of a structure of composition C30H36F4N3OSrTe, from the Open Molecules 2025 dataset.

Positions of all 76 atoms, in Å:
Sr (-1.00, -0.35, -0.71)
C (1.73, 2.20, -1.81)
N (1.28, 2.29, -0.43)
C (1.31, 3.67, 0.01)
C (2.08, 1.43, 0.47)
C (1.23, 0.98, 1.66)
N (0.34, -0.12, 1.33)
C (0.66, -1.40, 1.56)
C (-0.37, -2.38, 1.48)
F (-1.66, -1.93, 1.23)
C (-0.17, -3.73, 1.66)
F (-1.24, -4.54, 1.56)
C (1.07, -4.24, 1.94)
C (2.11, -3.32, 2.04)
F (3.35, -3.77, 2.29)
C (1.93, -1.97, 1.85)
F (3.02, -1.17, 1.89)
H (2.76, 2.56, -1.94)
H (1.09, 2.82, -2.44)
H (1.68, 1.17, -2.16)
H (0.66, 4.28, -0.61)
H (2.33, 4.09, -0.03)
H (0.96, 3.75, 1.04)
H (2.98, 1.94, 0.84)
H (2.41, 0.57, -0.12)
H (0.56, 1.82, 1.90)
H (1.84, 0.81, 2.55)
H (1.24, -5.30, 2.08)
C (2.85, -1.71, -2.54)
C (1.61, -1.14, -3.24)
O (1.66, -0.79, -4.42)
N (0.55, -1.07, -2.45)
Te (-1.78, -0.51, -3.86)
C (-3.32, 0.02, -5.20)
C (-4.54, -0.66, -5.24)
C (-4.85, -1.82, -4.33)
C (-5.50, -0.27, -6.18)
C (-5.29, 0.78, -7.05)
C (-6.33, 1.19, -8.05)
C (-4.07, 1.45, -6.98)
C (-3.08, 1.09, -6.08)
C (-1.79, 1.87, -6.07)
C (-1.61, -2.57, -4.30)
C (-1.22, -2.91, -5.60)
C (-0.87, -1.89, -6.64)
C (-1.13, -4.26, -5.92)
C (-1.38, -5.26, -5.00)
C (-1.25, -6.72, -5.36)
C (-1.72, -4.89, -3.70)
C (-1.84, -3.56, -3.33)
C (-2.17, -3.27, -1.89)
H (3.27, -2.49, -3.18)
H (2.63, -2.12, -1.55)
H (3.58, -0.91, -2.44)
H (-4.52, -1.61, -3.31)
H (-4.33, -2.72, -4.66)
H (-5.92, -2.02, -4.32)
H (-6.44, -0.81, -6.21)
H (-7.23, 0.59, -7.95)
H (-5.95, 1.08, -9.07)
H (-6.60, 2.24, -7.92)
H (-3.89, 2.28, -7.66)
H (-1.74, 2.52, -6.94)
H (-0.92, 1.21, -6.08)
H (-1.71, 2.50, -5.18)
H (-0.15, -1.18, -6.23)
H (-1.75, -1.34, -6.98)
H (-0.42, -2.37, -7.50)
H (-0.83, -4.54, -6.93)
H (-1.08, -6.84, -6.43)
H (-2.15, -7.27, -5.09)
H (-0.41, -7.18, -4.83)
H (-1.90, -5.66, -2.96)
H (-2.81, -4.05, -1.48)
H (-2.73, -2.34, -1.79)
H (-1.27, -3.23, -1.28)

Output
* highest occupied orbital energy (alpha / beta): -0.2710 / -0.2708 hartree
* Kohn-Sham gap (alpha / beta): 6.83 / 6.66 eV
* 2S+1: 2

Mulliken atomic charge list, values in e, 8 entries: 1.63 -0.78 0.37 -1.14 -0.34 -1.49 -0.98 1.18

Record 2
The following is a quantum chemistry calculation of a cluster of 12 separate species, C30H36F9N3O33 in total in a non-equilibrium geometry, from the Open Molecules 2025 dataset.

Positions of all 111 atoms, in Å:
C (4.39, -18.39, -4.03)
N (5.13, -19.66, -3.69)
O (5.58, -19.84, -2.57)
O (5.31, -20.38, -4.71)
H (3.94, -17.95, -3.14)
H (3.75, -18.59, -4.89)
H (5.14, -17.74, -4.49)
C (3.29, -19.09, 0.39)
N (1.81, -18.92, 0.30)
O (1.37, -18.48, -0.73)
O (1.08, -19.17, 1.27)
H (3.45, -20.15, 0.57)
H (3.62, -18.48, 1.24)
H (3.62, -18.87, -0.62)
C (8.71, -16.86, -3.65)
N (8.98, -17.60, -4.93)
O (10.17, -17.76, -5.20)
O (8.10, -18.13, -5.63)
H (7.66, -16.61, -3.76)
H (9.29, -15.94, -3.63)
H (9.10, -17.39, -2.78)
C (2.02, -24.03, -2.07)
C (2.87, -23.67, -0.87)
O (3.17, -22.30, -1.18)
C (2.63, -21.85, -2.35)
O (2.64, -20.64, -2.64)
O (2.17, -22.95, -2.97)
F (4.08, -24.27, -0.82)
H (1.09, -23.97, -1.51)
H (2.22, -25.02, -2.48)
H (2.33, -23.87, 0.05)
C (6.52, -22.87, -3.40)
C (7.58, -23.84, -2.87)
O (7.85, -24.66, -3.95)
C (7.16, -24.27, -5.03)
O (7.33, -24.80, -6.13)
O (6.31, -23.31, -4.72)
F (6.91, -24.60, -2.02)
H (7.05, -21.92, -3.37)
H (5.59, -22.76, -2.84)
H (8.45, -23.41, -2.38)
C (5.89, -14.71, -7.51)
C (6.52, -16.06, -7.81)
O (5.92, -16.40, -9.09)
C (4.87, -15.72, -9.22)
O (3.97, -16.04, -9.99)
O (4.70, -14.74, -8.30)
F (6.07, -16.91, -6.89)
H (6.41, -13.88, -7.98)
H (5.64, -14.56, -6.46)
H (7.61, -16.03, -7.77)
C (7.38, -21.29, -0.12)
C (6.94, -20.54, 1.08)
O (7.64, -21.16, 2.12)
C (8.04, -22.39, 1.71)
O (8.32, -23.29, 2.45)
O (7.77, -22.53, 0.38)
F (5.56, -20.71, 1.38)
H (8.28, -20.84, -0.54)
H (6.64, -21.44, -0.90)
H (7.15, -19.48, 1.16)
C (0.35, -18.43, -4.12)
C (-0.92, -17.65, -4.07)
O (-0.52, -16.37, -3.53)
C (0.83, -16.34, -3.54)
O (1.43, -15.46, -3.02)
O (1.32, -17.44, -4.17)
F (-1.76, -18.14, -3.24)
H (0.57, -19.06, -4.99)
H (0.48, -19.05, -3.23)
H (-1.36, -17.48, -5.05)
C (6.20, -14.94, 1.51)
C (5.79, -16.32, 1.93)
O (5.43, -16.91, 0.69)
C (5.86, -16.15, -0.31)
O (5.85, -16.48, -1.48)
O (6.10, -14.87, 0.10)
F (4.70, -16.30, 2.67)
H (7.22, -14.63, 1.74)
H (5.55, -14.21, 2.01)
H (6.52, -16.92, 2.47)
C (8.09, -20.63, -7.12)
C (7.35, -20.33, -8.38)
O (7.88, -21.24, -9.24)
C (8.41, -22.25, -8.59)
O (8.84, -23.29, -9.12)
O (8.46, -21.96, -7.31)
F (7.68, -19.07, -8.78)
H (7.40, -20.63, -6.27)
H (8.89, -19.92, -6.89)
H (6.28, -20.50, -8.46)
C (3.11, -22.56, -6.08)
C (2.57, -23.82, -6.57)
O (1.26, -23.53, -6.98)
C (0.91, -22.37, -6.42)
O (-0.19, -21.89, -6.47)
O (1.97, -21.78, -5.87)
F (2.49, -24.66, -5.54)
H (3.59, -22.10, -6.94)
H (3.86, -22.64, -5.29)
H (3.16, -24.27, -7.37)
C (1.63, -16.99, -7.77)
C (1.84, -18.26, -8.50)
O (0.57, -18.84, -8.51)
C (-0.25, -18.28, -7.63)
O (-1.36, -18.64, -7.31)
O (0.40, -17.19, -7.16)
F (2.72, -19.04, -7.82)
H (1.56, -16.16, -8.46)
H (2.39, -16.96, -6.98)
H (2.28, -18.14, -9.49)

Output
* highest occupied orbital energy (alpha / beta): -0.0582 / -0.1899 hartree
* total charge: -1
* Kohn-Sham gap (alpha / beta): 3.06 / 6.59 eV
* 2S+1: 2
* relative energy (zero: lowest compared OMol25 entry of this formula, charge and spin): 0.000 eV

Mulliken atomic charge list, values in e, 8 entries: -0.64 1.21 -0.50 -0.52 0.21 -0.02 0.21 -0.18

Record 3
The following is a quantum chemistry calculation of a cluster of 12 separate species, C30H36F9N3O33 in total in a non-equilibrium geometry, from the Open Molecules 2025 dataset.

Positions of all 111 atoms, in Å:
O (0.54, -1.82, -18.83)
C (1.12, -2.64, -18.10)
O (2.26, -3.23, -18.43)
C (2.73, -4.13, -17.34)
C (1.59, -3.95, -16.30)
F (2.08, -3.42, -15.16)
O (0.76, -2.92, -16.90)
H (2.66, -5.17, -17.67)
H (3.68, -3.71, -17.00)
H (1.04, -4.85, -16.03)
O (-0.05, -9.34, -17.98)
C (-0.96, -9.74, -17.23)
O (-0.95, -11.03, -16.77)
C (-2.17, -11.37, -16.13)
C (-2.76, -9.96, -16.02)
F (-2.61, -9.48, -14.78)
O (-1.92, -9.10, -16.83)
H (-2.89, -12.01, -16.64)
H (-2.02, -11.77, -15.13)
H (-3.80, -9.89, -16.35)
O (0.60, -5.82, -3.10)
C (1.72, -5.27, -3.20)
O (2.12, -4.47, -4.16)
C (3.46, -4.00, -3.97)
C (3.62, -4.41, -2.48)
F (3.66, -3.32, -1.72)
O (2.58, -5.24, -2.26)
H (4.01, -4.63, -4.68)
H (3.72, -2.96, -4.18)
H (4.51, -4.98, -2.21)
O (0.25, 4.21, -13.84)
C (-0.02, 3.10, -13.49)
O (-0.16, 2.77, -12.19)
C (-0.40, 1.36, -12.10)
C (-0.99, 1.10, -13.47)
F (-2.28, 1.33, -13.46)
O (-0.28, 2.03, -14.22)
H (0.46, 0.78, -11.77)
H (-1.18, 1.04, -11.40)
H (-1.01, 0.05, -13.78)
O (-3.17, -5.13, -11.54)
C (-3.37, -5.47, -10.40)
O (-2.54, -5.33, -9.36)
C (-3.19, -5.65, -8.20)
C (-4.14, -6.74, -8.83)
F (-5.10, -6.91, -7.94)
O (-4.53, -6.11, -10.00)
H (-2.51, -6.03, -7.45)
H (-3.78, -4.85, -7.74)
H (-3.71, -7.74, -8.88)
O (-2.35, 2.67, -7.00)
C (-2.12, 1.87, -6.08)
O (-1.25, 0.88, -6.08)
C (-1.51, 0.07, -4.87)
C (-2.40, 0.90, -4.11)
F (-1.68, 1.55, -3.18)
O (-2.91, 1.79, -4.99)
H (-2.02, -0.87, -5.07)
H (-0.59, -0.14, -4.33)
H (-3.05, 0.33, -3.44)
O (-0.92, -15.24, -8.57)
C (-1.92, -14.95, -7.86)
O (-2.66, -15.81, -7.05)
C (-3.57, -15.10, -6.27)
C (-3.40, -13.65, -6.70)
F (-2.57, -13.12, -5.75)
O (-2.58, -13.81, -7.86)
H (-4.60, -15.34, -6.51)
H (-3.44, -15.36, -5.22)
H (-4.24, -12.96, -6.80)
O (-12.72, -5.24, -12.07)
C (-11.71, -4.62, -12.28)
O (-10.63, -4.56, -11.46)
C (-9.77, -3.61, -12.01)
C (-10.08, -3.70, -13.44)
F (-9.47, -4.81, -13.89)
O (-11.46, -3.97, -13.37)
H (-10.10, -2.69, -11.53)
H (-8.71, -3.75, -11.82)
H (-9.83, -2.84, -14.06)
O (-7.59, -3.05, -3.88)
C (-8.73, -3.24, -3.48)
O (-9.62, -4.03, -4.25)
C (-10.93, -3.73, -3.76)
C (-10.73, -2.91, -2.51)
F (-11.22, -3.72, -1.57)
O (-9.36, -2.80, -2.45)
H (-11.60, -3.19, -4.42)
H (-11.39, -4.71, -3.66)
H (-11.19, -1.92, -2.47)
C (-8.44, -9.81, -12.13)
N (-7.70, -11.10, -12.04)
O (-7.70, -11.92, -12.96)
O (-6.88, -11.26, -11.08)
H (-9.25, -9.89, -12.85)
H (-7.61, -9.17, -12.44)
H (-8.86, -9.55, -11.16)
C (1.00, -9.41, -10.50)
N (0.84, -8.80, -9.15)
O (1.42, -7.76, -8.89)
O (0.41, -9.51, -8.31)
H (1.83, -8.87, -10.95)
H (0.01, -9.33, -10.95)
H (1.16, -10.49, -10.50)
C (-5.17, -7.84, -1.58)
N (-6.59, -7.90, -1.29)
O (-7.39, -8.12, -2.20)
O (-6.93, -7.45, -0.19)
H (-4.67, -8.73, -1.21)
H (-4.80, -6.93, -1.11)
H (-5.11, -8.00, -2.66)

Output
* highest occupied orbital energy: -0.3955 hartree
* Kohn-Sham gap: 10.22 eV
* relative energy (zero: lowest compared OMol25 entry of this formula, charge and spin): 6.985 eV

Mulliken atomic charge list, values in e, 8 entries: -0.59 0.72 -0.35 -0.31 0.32 -0.29 -0.29 0.27

Record 4
The following is a quantum chemistry calculation of a cluster of 7 separate species, C30H36O16 in total in a non-equilibrium geometry, from the Open Molecules 2025 dataset.

Positions of all 82 atoms, in Å:
O (0.47, 0.44, -0.26)
C (0.38, -0.74, -0.59)
C (1.50, -1.70, -0.72)
C (1.42, -3.09, -1.27)
O (2.54, -3.89, -1.43)
C (0.05, -3.61, -1.52)
O (-0.12, -4.82, -1.81)
C (-1.10, -2.76, -1.54)
C (-0.89, -1.30, -0.95)
O (-1.96, -0.56, -0.83)
H (2.45, -1.20, -0.64)
H (3.23, -3.52, -1.29)
H (-2.03, -3.20, -1.78)
H (-1.71, 0.34, -0.61)
O (-6.93, 5.34, -0.11)
C (-5.97, 4.78, -0.57)
C (-5.24, 3.88, 0.37)
C (-4.35, 2.81, -0.07)
O (-3.65, 1.86, 0.62)
C (-3.95, 2.79, -1.63)
O (-3.13, 1.91, -2.11)
C (-4.48, 3.87, -2.52)
C (-5.49, 4.81, -1.91)
O (-6.18, 5.58, -2.77)
H (-5.45, 3.95, 1.46)
H (-3.88, 1.83, 1.53)
H (-3.94, 4.14, -3.50)
H (-6.77, 6.11, -2.10)
O (-1.17, 5.93, -3.87)
C (-1.19, 5.56, -2.72)
C (-1.99, 6.35, -1.71)
C (-1.95, 6.05, -0.20)
O (-2.47, 6.77, 0.79)
C (-1.36, 4.79, 0.29)
O (-1.35, 4.45, 1.45)
C (-0.72, 3.98, -0.82)
C (-0.68, 4.33, -2.26)
O (-0.12, 3.56, -3.16)
H (-2.41, 7.27, -2.04)
H (-2.78, 7.66, 0.72)
H (-0.41, 3.16, -0.60)
H (0.08, 4.18, -3.95)
C (6.89, -2.69, 0.50)
C (5.74, -1.81, -0.03)
C (5.70, -0.30, 0.01)
O (4.73, -2.45, -0.47)
H (7.36, -2.33, 1.39)
H (7.54, -2.66, -0.23)
H (6.56, -3.59, 0.83)
H (4.74, 0.11, 0.33)
H (6.13, 0.27, -0.95)
H (6.48, -0.03, 0.74)
C (6.45, -7.54, -0.65)
C (5.58, -7.00, 0.49)
C (4.67, -5.96, 0.22)
O (5.60, -7.52, 1.59)
H (7.24, -6.68, -0.83)
H (6.12, -7.91, -1.58)
H (7.06, -8.63, -0.31)
H (4.75, -5.86, -0.87)
H (4.91, -4.97, 0.57)
H (3.45, -6.27, 0.54)
C (-4.06, -3.17, 0.66)
C (-3.56, -2.56, 1.86)
C (-4.31, -1.36, 2.49)
O (-2.61, -2.98, 2.47)
H (-5.15, -3.47, 0.72)
H (-3.33, -3.74, 0.35)
H (-4.24, -2.44, -0.15)
H (-3.72, -0.79, 3.27)
H (-5.44, -1.57, 3.03)
H (-4.63, -0.41, 1.94)
C (1.13, -0.42, 2.77)
C (0.77, 0.86, 3.56)
C (0.27, 2.05, 2.60)
O (0.65, 0.90, 4.76)
H (1.61, -1.03, 3.58)
H (2.13, -0.10, 2.20)
H (0.27, -0.83, 2.05)
H (-0.65, 1.78, 2.08)
H (0.84, 2.08, 1.90)
H (0.05, 2.94, 3.17)

Output
* highest occupied orbital energy: -0.3161 hartree
* Kohn-Sham gap: 6.32 eV
* relative energy (zero: lowest compared OMol25 entry of this formula, charge and spin): 3.566 eV

Mulliken atomic charge list, values in e, 8 entries: -0.48 1.30 -0.47 -0.07 -0.28 0.47 -0.62 -0.94